Entry from the OMol25 dataset: a 4-piece molecular cluster, C3H14NO4 overall at a distorted geometry (ωB97M-V with the def2-TZVPD basis set).

Output
spin multiplicity: 1
strongest force on any atom: 5.74 eV Å⁻¹
frontier orbital gap: 10.574 eV
charge: +1
energy relative to the best compared isomer or geometry (same formula, charge and spin): 306.0 kJ/mol
E_HOMO: -13.78 eV

CARTESIAN COORDINATES (ANGSTROEM)
C1 -0.938714 1.568086 -0.646734
C2 -0.335548 1.185474 -2.067779
C3 -1.192332 0.129681 -2.588499
O1 -0.971608 -1.061342 -2.215991
N1 -0.194017 0.571971 0.411643
H1 -1.999946 1.558117 -0.185100
H2 -0.755738 2.720475 -0.530081
H3 0.675941 0.810439 -1.970493
H4 -0.433130 2.014514 -2.760991
H5 -1.830377 0.487014 -3.450975
H6 0.795788 0.645461 0.447155
H7 -0.400311 -0.453847 0.301848
H8 -0.712968 0.655678 1.434939
H9 2.662961 -2.092823 1.913324
H10 2.385745 -3.384253 0.971529
O2 2.134341 -2.621484 1.438000
H11 2.775042 1.566946 2.498197
H12 1.605638 0.623926 3.237586
O3 2.004183 0.874424 2.399134
H13 -2.117131 -1.851709 -0.292378
H14 -1.768436 -2.127085 1.267125
O4 -1.389383 -1.819663 0.388543

Atoms 1-6, force components in eV/Å:
0.94 1.11 1.99
-1.90 0.88 1.39
1.38 -4.59 -0.58
-1.74 3.88 -1.45
-3.80 1.27 2.12
1.16 -0.79 -2.13